Molecular formula: C32H24N4O2S8Tc
Method: DFT, wB97M-V/def2-TZVPD

Calculated values
- energy above the lowest of the compared OMol25 structures with the same formula, charge and spin (kcal per mole) = 15.6
- Kohn-Sham gap (alpha / beta) (eV) = 6.898 / 6.918
- HOMO (alpha / beta) (eV) = -13.49 / -13.50
- multiplicity = 2
- LUMO level (alpha / beta) (eV) = -6.6 / -6.6
- ⟨S²⟩ = 0.755
- net charge = +2

CARTESIAN COORDINATES (ANGSTROEM)
H 6.25 -3.44 0.29
C 2.94 -0.10 -1.25
H 4.17 -4.65 -0.76
C -0.61 2.79 -1.04
C -0.16 2.37 3.15
C 3.69 -1.35 -0.88
S 1.19 -2.18 4.74
H -1.70 1.03 5.20
C -1.99 1.04 -1.54
S -2.86 -2.85 -1.41
S 1.57 1.45 4.79
H 4.63 3.89 1.18
H 0.58 4.42 -0.77
C 3.31 -2.64 -1.10
C -3.16 -1.21 -1.90
C 1.07 -1.23 3.32
H -0.97 2.43 2.43
H 2.25 -1.03 1.49
N 0.43 3.44 -0.55
C 2.61 -2.94 4.19
S 4.34 2.26 -0.60
N -0.65 -3.18 0.12
C 1.32 3.13 4.75
H 2.82 2.64 2.64
C 2.63 1.21 0.96
S -1.86 3.54 -1.95
H 0.08 -2.82 0.71
O 1.53 -0.39 -1.10
C 3.90 -0.31 -3.63
C 0.38 1.19 3.57
H -3.92 -0.20 5.89
C 2.98 -2.50 2.95
C 4.06 3.01 0.91
S 5.23 -1.28 -0.11
C 5.36 -2.98 -0.11
S 2.21 1.59 -3.38
H 1.96 0.50 1.46
H -4.24 -2.43 4.55
H 0.07 4.52 3.67
C 3.19 1.04 -0.28
C -3.42 -1.73 4.46
Tc 0.23 0.07 0.04
C 3.79 0.30 -4.91
C -2.20 -0.39 -1.42
C 3.12 0.30 -2.69
S -2.14 -2.05 3.37
C -3.23 -0.57 5.14
C 3.12 2.36 1.64
H 1.88 3.77 5.42
C -2.04 0.09 4.77
H -0.90 -4.15 0.23
C 2.09 -1.51 2.45
C -1.43 -2.35 -0.58
N -1.20 -1.05 -0.68
H -4.03 -0.96 -2.49
H 2.39 -2.90 -1.60
H 1.21 2.95 -0.13
C 0.38 3.49 3.83
H 2.64 1.97 -5.74
C -2.67 2.02 -2.15
C 4.27 -3.58 -0.66
H 3.85 -2.85 2.42
N -0.82 1.47 -0.88
H -3.59 1.96 -2.71
H 4.55 -1.14 -3.41
C -0.04 -0.20 3.17
O -0.31 -0.19 1.73
H 3.11 -3.67 4.81
C -1.33 -0.60 3.82
C 2.91 1.34 -4.92
H 4.35 -0.01 -5.78